[1]
DFT (ωB97M-V/def2-TZVPD) results for the molecule C23H24N4O3S2.

XYZ file:
```
56
Properties=species:S:1:pos:R:3:forces:R:3
O -4.33572 -1.47515 -1.32937 -0.168 -0.049 0.058
C -3.60233 -0.50341 -1.38294 0.212 -0.110 -0.376
N -2.37373 -0.53572 -1.95694 0.082 0.071 -0.161
H -1.75216 0.25548 -1.85429 -0.119 -0.023 0.092
C -1.73167 -1.78568 -2.29184 -0.092 -0.045 -0.268
H -2.41696 -2.59422 -2.02535 0.108 0.077 -0.071
H -1.51216 -1.83431 -3.36340 0.041 -0.117 0.223
C -0.40407 -1.83989 -1.54715 -0.283 -0.196 -0.340
O 0.65932 -1.91439 -2.12165 -0.043 0.121 -0.212
N -0.48282 -1.66692 -0.19078 0.362 0.071 0.514
C -1.67500 -1.78720 0.54952 -0.402 -0.088 0.340
C -2.17907 -0.73601 1.30993 0.045 -0.217 -0.038
C -3.34803 -0.93524 2.02331 0.109 -0.064 0.003
C -3.95396 -2.18155 1.96816 -0.076 0.258 0.128
N -3.46191 -3.19253 1.27478 -0.311 -0.454 -0.003
C -2.36112 -3.00217 0.57983 0.376 0.274 -0.063
H -1.99255 -3.85460 0.02327 0.155 -0.035 -0.094
H -4.86878 -2.38502 2.50673 -0.088 0.071 0.099
H -3.78032 -0.13434 2.60308 -0.061 0.056 0.049
H -1.68157 0.22351 1.31497 0.028 0.082 -0.033
C 0.68376 -1.07699 0.45901 -0.322 -0.159 -0.356
C 1.87673 -1.97020 0.28872 0.575 -0.018 0.156
C 1.93838 -3.26911 0.69531 -0.058 0.414 0.052
C 3.15735 -3.89759 0.35972 0.180 -0.073 -0.093
C 4.00503 -3.06791 -0.29661 -0.044 0.282 -0.102
S 3.32960 -1.50746 -0.53136 -0.083 -0.528 0.273
H 4.99099 -3.27078 -0.66409 0.211 -0.100 -0.056
H 3.38576 -4.92031 0.59913 0.083 -0.174 0.026
H 1.13424 -3.76208 1.21321 -0.193 -0.061 0.073
H 0.44916 -0.99771 1.53008 0.033 0.008 -0.244
C 0.85164 0.35878 -0.08591 0.032 -0.301 0.445
O 0.00370 0.86502 -0.79681 -0.156 0.254 -0.250
N 1.93271 1.00260 0.36730 0.222 0.110 0.102
H 2.62515 0.49569 0.89731 -0.138 -0.127 0.038
C 2.32423 2.31846 -0.10179 -0.224 0.243 -0.213
C 2.85752 3.16413 1.06962 0.021 0.116 0.026
C 4.36836 3.32500 0.83618 0.100 -0.031 0.064
H 4.93810 3.21874 1.75770 0.048 0.090 0.022
H 4.57723 4.31250 0.42402 0.053 0.040 0.008
C 4.72717 2.25687 -0.19648 -0.012 0.180 -0.097
H 5.63328 2.50200 -0.74678 0.092 -0.093 0.007
H 4.87271 1.28805 0.28420 0.052 -0.098 0.034
C 3.49312 2.21830 -1.09108 -0.004 -0.082 0.056
H 3.48384 3.08531 -1.75156 0.009 0.059 -0.062
H 3.42806 1.31628 -1.69660 -0.058 0.035 -0.123
H 2.36081 4.13178 1.10968 -0.056 -0.002 0.071
H 2.65719 2.65267 2.01142 -0.065 0.039 0.027
H 1.43354 2.74762 -0.56485 0.137 -0.049 0.087
C -3.99696 0.80172 -0.83789 -0.541 0.377 0.302
C -3.28182 1.95280 -0.63908 -0.098 -0.432 -0.189
C -4.04305 2.96011 -0.01733 -0.181 0.165 0.132
C -5.31666 2.55926 0.24931 -0.106 -0.367 -0.079
S -5.61604 0.94604 -0.24669 0.508 0.304 -0.073
H -6.10111 3.12530 0.71150 -0.146 0.159 0.096
H -3.66120 3.93709 0.22049 0.033 0.166 0.048
H -2.24792 2.07734 -0.90886 0.223 -0.026 -0.059
```
Positions in Å, forces in eV/Å.

Results
E (Eh): -2132.0172
HOMO level (hartree): -0.3170
ΔE to the lowest compared entry with this formula, charge and spin (kcal/mol): 5.9
Strongest force on any atom (eV/Å): 0.73
Charge: 0
Lowest unoccupied orbital energy (eV): 0.4
HOMO-LUMO gap (eV): 9.05

[2]
DFT (ωB97M-V/def2-TZVPD) results for the molecule C23H24N4O4.

XYZ file:
```
55
Properties=species:S:1:pos:R:3:forces:R:3
C 4.35500 -2.41481 -0.56770 0.419 0.063 -0.093
N 3.10922 -3.01210 -0.13574 0.021 -0.161 0.054
C 1.92107 -2.33864 -0.20722 -0.671 -0.132 0.192
C 0.77977 -2.91072 0.22531 0.027 0.324 -0.116
C 0.75529 -4.24279 0.77439 0.214 0.220 -0.156
O -0.23640 -4.81515 1.17614 -0.242 -0.047 0.087
N 2.00804 -4.86145 0.80785 -0.103 -0.223 0.120
C 3.18411 -4.30481 0.38022 0.038 0.259 -0.145
O 4.23708 -4.90011 0.44064 0.207 -0.257 0.081
C 2.10192 -6.20841 1.34275 -0.004 -0.297 0.119
H 1.10034 -6.51093 1.63959 0.132 0.025 -0.034
H 2.77445 -6.21981 2.19995 -0.019 -0.034 -0.048
H 2.49521 -6.88189 0.58183 -0.001 0.010 0.061
H -0.16116 -2.39167 0.18276 0.070 0.053 -0.046
C 1.95749 -0.95089 -0.79361 0.150 0.168 0.057
N 0.68207 -0.28248 -0.84086 0.138 -0.445 -0.155
C 0.42947 0.79062 -0.05994 -0.236 0.118 -0.343
O 1.22380 1.21383 0.75587 0.159 0.126 0.335
C -0.90895 1.47802 -0.31608 -0.241 0.163 0.069
N -0.82281 2.80791 0.23361 0.282 -0.230 0.191
C -1.32792 3.88500 -0.41156 0.022 -0.200 0.169
O -1.99588 3.77614 -1.42403 -0.202 0.052 -0.214
C -1.03962 5.19929 0.22970 0.024 0.359 -0.015
C 0.13795 5.45211 0.92709 -0.123 -0.075 -0.063
C 0.35816 6.70047 1.48141 0.068 0.067 0.086
C -0.59071 7.70114 1.34960 0.048 0.026 0.019
C -1.75882 7.45853 0.64559 -0.027 0.026 0.004
C -1.97833 6.21601 0.08160 0.012 -0.165 -0.046
H -2.87677 6.01005 -0.48056 -0.058 -0.018 -0.061
H -2.49552 8.24012 0.53323 -0.062 0.051 -0.006
H -0.41485 8.67213 1.78866 0.017 0.073 0.033
H 1.27595 6.89436 2.01700 0.068 0.013 0.028
H 0.89988 4.69073 1.01631 0.065 -0.078 0.010
H -0.21611 2.90652 1.03491 -0.052 0.079 -0.101
C -2.09227 0.71126 0.31446 0.049 0.096 -0.189
C -2.38497 -0.60444 -0.34839 -0.083 -0.106 0.150
C -2.64573 -0.66869 -1.71477 0.015 0.036 0.024
C -2.91915 -1.88111 -2.32270 0.027 -0.007 -0.107
C -2.94377 -3.04699 -1.57408 -0.026 -0.082 0.013
C -2.70635 -2.99345 -0.21198 -0.055 -0.048 0.007
C -2.42668 -1.77849 0.39382 -0.155 0.069 -0.061
H -2.24367 -1.74463 1.45855 0.059 0.014 0.110
H -2.71314 -3.89508 0.38004 0.029 -0.090 0.050
H -3.15597 -3.99218 -2.05023 -0.014 -0.089 -0.041
H -3.11992 -1.91446 -3.38366 -0.022 -0.003 -0.085
H -2.65426 0.23875 -2.30164 -0.005 0.124 -0.084
H -1.89162 0.56231 1.37749 -0.028 0.042 0.006
H -2.96676 1.36137 0.22122 0.082 0.034 0.061
H -1.07859 1.58276 -1.39408 0.058 -0.065 0.176
H -0.03489 -0.63661 -1.45583 -0.041 0.104 0.011
H 2.60077 -0.31293 -0.17571 -0.002 -0.146 -0.195
H 2.37851 -0.99583 -1.80537 0.029 0.008 0.153
H 5.14189 -3.14204 -0.37002 -0.100 0.183 -0.063
H 4.56084 -1.50115 -0.01045 0.014 0.002 -0.021
H 4.33332 -2.19472 -1.63540 0.026 0.012 0.013
```
Positions in Å, forces in eV/Å.

Results
E (Eh): -1410.9432
HOMO level (hartree): -0.3346
ΔE to the lowest compared entry with this formula, charge and spin (kcal/mol): 5.4
Strongest force on any atom (eV/Å): 0.71
Charge: 0
Lowest unoccupied orbital energy (eV): 0.5
HOMO-LUMO gap (eV): 9.56

[3]
DFT (ωB97M-V/def2-TZVPD) results for a structure of composition C23H24N7O4PSTc.

XYZ file:
```
61
Properties=species:S:1:pos:R:3:forces:R:3
Tc 0.01091 -1.32512 -0.08384 -0.102 -0.001 0.508
O 2.00927 -3.18541 3.13255 -0.002 0.017 -0.110
C 1.33852 -2.44953 2.30591 0.032 -0.018 0.283
O 1.22101 -2.65755 1.09549 -0.083 0.015 -0.103
C 0.64209 -1.29254 2.93119 -0.174 0.180 0.049
C 0.70563 -0.96916 4.28035 0.068 -0.130 -0.174
C -0.08668 0.06798 4.74694 -0.024 0.106 0.210
C -0.97158 0.70024 3.88073 -0.096 0.016 0.017
C -0.97831 0.28837 2.56195 -0.042 0.004 -0.059
N -0.15941 -0.64646 2.06686 0.289 -0.248 -0.324
C -2.03084 0.59434 1.54982 -0.003 -0.484 -0.066
O -1.83149 1.90510 0.81341 -0.181 -0.134 -0.126
O -2.83479 -0.12483 1.11549 -0.015 0.606 0.203
H 2.38227 -3.99452 2.73509 0.003 -0.002 -0.007
H 1.34588 -1.53045 4.94861 0.003 -0.007 -0.009
H -0.05718 0.34848 5.79292 -0.005 0.006 -0.013
H -1.66473 1.44999 4.24321 0.002 -0.004 -0.018
N -2.29959 -0.05956 -3.37640 0.018 -0.022 -0.031
C -2.70339 1.07670 -2.68708 0.083 -0.189 -0.076
C -3.56468 2.10879 -3.04834 -0.027 0.007 -0.011
C -3.81741 3.08326 -2.10562 -0.022 -0.045 -0.108
C -3.24143 3.01506 -0.82914 0.030 0.105 0.172
C -2.37702 1.99820 -0.54317 0.084 -0.048 0.059
C -2.06666 0.98273 -1.44669 -0.064 0.252 0.077
N -1.30262 -0.17472 -1.39621 0.051 -0.299 -0.022
C -1.48915 -0.76661 -2.58090 0.009 0.061 0.121
C -0.83904 -2.03888 -2.84823 -0.035 0.077 0.029
C -0.94260 -2.89142 -3.89802 -0.053 -0.076 -0.150
S -0.01332 -4.28928 -3.62194 0.050 -0.005 0.052
C 0.48683 -3.66986 -2.12648 -0.005 -0.039 0.013
N -0.00876 -2.48815 -1.83119 -0.110 -0.011 -0.299
H -2.59796 -0.32017 -4.30678 -0.006 0.016 -0.004
H -4.03333 2.13469 -4.02386 -0.009 0.029 0.015
H -4.49001 3.89849 -2.33356 0.001 -0.001 -0.007
H -3.48139 3.75654 -0.07591 -0.027 0.001 -0.037
H -1.14833 2.54433 1.08930 -0.025 0.021 0.020
H -1.52259 -2.78923 -4.80416 0.000 0.006 0.025
H 1.14199 -4.21939 -1.46524 -0.007 0.006 -0.003
C 4.30538 0.17706 -2.72185 -0.034 0.021 0.053
N 4.58185 -0.32039 -1.28227 -0.027 0.011 -0.011
C 4.80855 0.91904 -0.38613 -0.048 -0.001 -0.025
N 3.69161 1.79518 -0.46890 -0.005 -0.078 -0.048
C 3.47132 2.22295 -1.85289 -0.020 0.002 -0.008
N 3.20687 1.07800 -2.72532 -0.010 -0.050 0.109
C 1.91973 0.44196 -2.45157 0.017 0.048 -0.057
P 1.84395 -0.22272 -0.72515 0.511 0.269 -0.090
C 3.45386 -1.16850 -0.76672 0.017 0.059 -0.011
C 2.48362 1.27237 0.16542 0.029 0.009 -0.026
H 4.12150 -0.70195 -3.33787 0.002 -0.014 0.001
H 5.21907 0.67207 -3.04820 0.008 0.009 -0.013
H 5.44231 -0.87576 -1.29254 -0.002 -0.014 0.009
H 5.71101 1.40027 -0.76079 0.007 0.018 -0.003
H 4.97837 0.56052 0.62818 0.000 -0.017 0.004
H 4.35978 2.74299 -2.20962 0.009 0.010 0.008
H 2.63254 2.91540 -1.89389 -0.002 0.006 0.000
H 1.74794 -0.36024 -3.17423 -0.017 -0.031 0.032
H 1.12386 1.17780 -2.59001 -0.004 -0.001 0.006
H 3.35713 -2.04105 -1.41470 -0.003 -0.007 -0.012
H 3.72476 -1.51746 0.23066 -0.023 0.000 0.005
H 2.69274 1.03483 1.21223 -0.014 -0.032 -0.005
H 1.71782 2.05215 0.15765 0.004 0.015 -0.018
```
Positions in Å, forces in eV/Å.

Results
E (Eh): -2394.0401
HOMO level (spin up / spin down) (hartree): -0.7169 / -0.7109
Multiplicity: 2
Strongest force on any atom (eV/Å): 0.64
Charge: +4
Lowest unoccupied orbital energy (spin up / spin down) (eV): -12.2 / -12.3
HOMO-LUMO gap (spin up / spin down) (eV): 7.29 / 7.09